# 1
25
Properties=species:S:1:pos:R:3:nbo_charge:R:1 method="wB97M-V/def2-TZVPD" total_charge=0 smiles="Cc1ccc([S@](=N)(=O)O)cc1.C=NBr" homo_energy_ev=-9.56 largest_force_ev_per_a=3.46 gap_ev=9.487
C -1.0158 0.5282 -1.0830 -0.219
C 0.2316 -1.3868 -0.5072 -0.207
C 0.0974 1.2813 -0.8859 -0.229
C 1.3708 -0.6268 -0.2033 -0.225
C -0.9837 -0.8104 -0.8441 -0.013
C 1.2514 0.7111 -0.4348 -0.214
C -2.2419 -1.7676 -0.9667 -0.628
C -0.2724 1.6932 2.5805 -0.054
N 2.3816 3.3073 -0.1356 -1.170
N 0.5015 2.5273 1.9808 -0.467
O 3.7697 1.3176 -0.8419 -0.918
O 2.9039 1.2954 1.4803 -0.886
S 2.6839 1.8173 -0.0763 2.201
Br 1.0005 4.1784 2.8026 0.166
H -1.9958 1.0129 -1.3746 0.217
H 0.3373 -2.5318 -0.4442 0.214
H -0.1012 2.3948 -0.9929 0.254
H 2.2761 -1.1390 0.0955 0.244
H -3.0482 -1.5144 -1.7285 0.225
H -1.9953 -2.7817 -1.1198 0.219
H -2.5840 -1.5539 0.0982 0.223
H 3.6155 1.8568 1.7843 0.491
H -0.6383 1.6872 3.6416 0.169
H -0.5742 0.7235 2.2353 0.205
H 1.8921 3.7523 0.7060 0.400


# 2
20
Properties=species:S:1:pos:R:3:nbo_charge:R:1 method="wB97M-V/def2-TZVPD" total_charge=0 homo_energy_ev="-7.57 / -7.69" largest_force_ev_per_a=3.80 gap_ev="7.626 / 7.482" relative_energy_kcal_mol=69.5
C -1.8380 -1.3999 -0.9118 -0.240
C -1.8717 -0.2657 -0.4149 -0.037
C -0.4506 0.6231 1.3974 -0.475
C -1.4041 0.8422 0.2521 0.010
C 0.8195 0.2667 0.5909 0.106
C -1.5496 2.2432 -0.3192 -0.647
C 2.4232 -1.5413 -0.3438 -0.593
C 1.0291 -1.1040 0.1367 -0.522
Cl 1.3244 1.5496 -0.5574 -0.077
H -1.6845 -2.2244 -1.4856 0.227
H -0.3613 1.4991 1.9460 0.224
H -0.7510 -0.3104 2.0133 0.235
H -0.7078 2.8196 0.0198 0.229
H -2.5115 2.6647 -0.0893 0.228
H -1.4069 2.3375 -1.3127 0.221
H 3.0587 -1.3872 0.5014 0.211
H 2.7253 -0.9074 -1.0868 0.216
H 2.4758 -2.6228 -0.7232 0.216
H 0.5544 -1.6248 0.9817 0.225
H 0.1266 -1.4577 -0.5948 0.242


# 3
20
Properties=species:S:1:pos:R:3:nbo_charge:R:1 method="wB97M-V/def2-TZVPD" total_charge=0 homo_energy_ev=-9.24 largest_force_ev_per_a=4.60 gap_ev=10.220 relative_energy_kcal_mol=35.7
C 0.1573 1.5600 -0.0956 -0.282
C 2.6557 1.4459 0.2312 -0.300
C 0.3094 0.2796 -0.2784 0.152
C 2.3885 0.2009 0.0132 -0.056
C 1.4116 2.3534 0.2852 -0.440
C -0.0353 -1.9416 0.7615 -0.598
C -1.9590 -0.6867 -0.3599 -0.572
C -0.4375 -0.9773 -0.3638 -0.316
Cl 3.4239 -1.1410 -0.3338 0.009
H -0.8780 2.0615 0.0541 0.233
H 3.7054 1.8980 0.2666 0.232
H 1.3692 3.2816 -0.4057 0.229
H 1.4960 2.7841 1.3964 0.232
H 0.1128 -1.4433 1.8830 0.214
H 1.0098 -2.1716 0.5207 0.225
H -0.5630 -2.8671 0.7565 0.215
H -2.3803 -1.5800 -0.5151 0.204
H -2.2067 0.0173 -1.0512 0.203
H -2.1646 -0.3415 0.6171 0.199
H -0.2989 -1.4357 -1.3147 0.218


# 4
24
Properties=species:S:1:pos:R:3:nbo_charge:R:1 method="wB97M-V/def2-TZVPD" total_charge=0 homo_energy_ev=-9.26 largest_force_ev_per_a=3.83 gap_ev=9.957 relative_energy_kcal_mol=46.7
C -2.1969 -0.0293 -0.9860 0.411
C -0.5561 -1.7175 -0.4680 0.791
C 2.0494 -1.2484 -0.4754 -0.419
C 1.0471 -0.2137 1.1146 -0.408
C 1.8137 1.1182 -0.7675 -0.241
C 0.6078 -0.7620 -0.3360 0.004
C 2.2820 0.0520 0.2350 0.341
C -2.6246 0.1103 1.3166 -0.477
N 0.5582 0.4139 -1.0986 -0.641
N -2.6955 0.5826 -0.0501 -0.435
O -1.6855 -1.3606 -1.1244 -0.522
O -0.4687 -2.8844 -0.1434 -0.542
F 3.4866 0.2736 0.8516 -0.339
H 0.2976 0.3966 -2.0532 0.386
H -2.1093 0.6103 -1.9291 0.171
H 2.2310 -1.9942 0.2811 0.223
H 2.3917 -1.5653 -1.4856 0.222
H 0.2839 0.5588 1.4820 0.231
H 1.2810 -1.0352 1.7419 0.224
H 1.7236 2.0873 -0.4218 0.199
H 2.6059 1.2177 -1.5649 0.190
H -3.6889 -0.2066 1.7248 0.225
H -2.2649 0.9749 2.0053 0.215
H -1.9443 -0.7732 1.5902 0.190


Please write out number 1 again, unchanged.
25
Properties=species:S:1:pos:R:3:nbo_charge:R:1 method="wB97M-V/def2-TZVPD" total_charge=0 smiles="Cc1ccc([S@](=N)(=O)O)cc1.C=NBr" homo_energy_ev=-9.56 largest_force_ev_per_a=3.46 gap_ev=9.487
C -1.0158 0.5282 -1.0830 -0.219
C 0.2316 -1.3868 -0.5072 -0.207
C 0.0974 1.2813 -0.8859 -0.229
C 1.3708 -0.6268 -0.2033 -0.225
C -0.9837 -0.8104 -0.8441 -0.013
C 1.2514 0.7111 -0.4348 -0.214
C -2.2419 -1.7676 -0.9667 -0.628
C -0.2724 1.6932 2.5805 -0.054
N 2.3816 3.3073 -0.1356 -1.170
N 0.5015 2.5273 1.9808 -0.467
O 3.7697 1.3176 -0.8419 -0.918
O 2.9039 1.2954 1.4803 -0.886
S 2.6839 1.8173 -0.0763 2.201
Br 1.0005 4.1784 2.8026 0.166
H -1.9958 1.0129 -1.3746 0.217
H 0.3373 -2.5318 -0.4442 0.214
H -0.1012 2.3948 -0.9929 0.254
H 2.2761 -1.1390 0.0955 0.244
H -3.0482 -1.5144 -1.7285 0.225
H -1.9953 -2.7817 -1.1198 0.219
H -2.5840 -1.5539 0.0982 0.223
H 3.6155 1.8568 1.7843 0.491
H -0.6383 1.6872 3.6416 0.169
H -0.5742 0.7235 2.2353 0.205
H 1.8921 3.7523 0.7060 0.400


Repeat the third record exactly.
20
Properties=species:S:1:pos:R:3:nbo_charge:R:1 method="wB97M-V/def2-TZVPD" total_charge=0 homo_energy_ev=-9.24 largest_force_ev_per_a=4.60 gap_ev=10.220 relative_energy_kcal_mol=35.7
C 0.1573 1.5600 -0.0956 -0.282
C 2.6557 1.4459 0.2312 -0.300
C 0.3094 0.2796 -0.2784 0.152
C 2.3885 0.2009 0.0132 -0.056
C 1.4116 2.3534 0.2852 -0.440
C -0.0353 -1.9416 0.7615 -0.598
C -1.9590 -0.6867 -0.3599 -0.572
C -0.4375 -0.9773 -0.3638 -0.316
Cl 3.4239 -1.1410 -0.3338 0.009
H -0.8780 2.0615 0.0541 0.233
H 3.7054 1.8980 0.2666 0.232
H 1.3692 3.2816 -0.4057 0.229
H 1.4960 2.7841 1.3964 0.232
H 0.1128 -1.4433 1.8830 0.214
H 1.0098 -2.1716 0.5207 0.225
H -0.5630 -2.8671 0.7565 0.215
H -2.3803 -1.5800 -0.5151 0.204
H -2.2067 0.0173 -1.0512 0.203
H -2.1646 -0.3415 0.6171 0.199
H -0.2989 -1.4357 -1.3147 0.218